(1)
DFT (wB97M-V/def2-TZVPD) results for an isolated ion of composition C6H15N2 and charge +1.

SMILES = C=CC[C@@H]([NH3+])CNC
HOMO-LUMO gap = 10.2 eV
E_LUMO = -3.17 eV
Net charge = +1
Total energy = -9438.241 eV
Energy above the lowest of the compared OMol25 structures with the same formula, charge and spin = 1.7311 eV

Geometry as XYZ:
```
23
Properties=species:S:1:pos:R:3:nbo_charge:R:1
N 1.1296 0.9776 -1.2090 -0.6950
C 0.7592 0.5145 0.1755 -0.0495
C 1.0674 -0.9773 0.2412 -0.4678
C 0.7465 -1.6294 1.5571 -0.2161
C 1.5561 -2.4791 2.1631 -0.3289
C -0.7261 0.8009 0.3048 -0.2774
N -1.4470 0.3881 -0.8895 -0.6751
C -2.4211 1.3436 -1.4036 -0.4149
H 1.8351 0.3503 -1.6028 0.4392
H 0.2634 0.8372 -1.7717 0.4635
H 1.4452 1.9479 -1.2578 0.4426
H 1.3484 1.0542 0.9092 0.2387
H 2.1001 -1.2210 -0.0016 0.2270
H 0.5007 -1.4850 -0.5580 0.2213
H -0.2225 -1.4059 1.9881 0.2036
H 1.4445 -2.8756 3.1624 0.2249
H 2.5358 -2.6957 1.7329 0.1926
H -1.1323 0.3782 1.2396 0.2322
H -0.9975 1.8224 0.5992 0.2316
H -1.8047 -0.5557 -0.7903 0.3936
H -1.9948 2.3411 -1.3125 0.1932
H -2.6469 1.1826 -2.4549 0.2202
H -3.3391 1.3860 -0.8214 0.2003
```


(2)
DFT (wB97M-V/def2-TZVPD) results for a 8-piece molecular cluster, C55H123N7O8 overall.

Multiplicity = 2
HOMO-LUMO gap (spin up / spin down) = 7.9 / 3.7 eV
E_LUMO (spin up / spin down) = -1.73 / -5.93 eV
Net charge = +1
Total energy = -85819.892 eV

Geometry as XYZ:
```
193
Properties=species:S:1:pos:R:3:mulliken_charge:R:1
C -27.0595 22.0775 2.1130 0.7503
C -27.0950 20.7865 2.8369 0.7088
O -28.4243 20.4404 2.7401 0.5417
H -27.0105 22.0082 1.0264 0.5657
H -26.2610 22.7284 2.4692 -0.4279
H -27.9598 22.6710 2.2719 -0.9198
H -26.9847 20.9825 3.9035 -0.2752
H -26.3287 20.0219 2.7091 -0.8129
H -28.5335 19.5541 3.0925 -0.5114
C -29.2666 15.8055 7.0353 -1.7954
C -28.2270 16.6575 6.1397 1.3717
C -26.9136 15.9327 6.1300 -0.6125
C -26.6051 14.9833 4.9537 -1.2259
C -26.8744 15.6123 3.5872 -0.3215
C -28.3527 16.1549 3.5146 1.6620
N -28.6981 16.8946 4.7965 0.9936
O -29.9187 17.5180 4.8077 -0.4424
C -28.4062 17.1752 2.3392 -1.7456
C -29.2871 15.0369 3.1744 -1.8116
C -27.8874 18.0638 6.7322 -1.8589
H -29.0860 15.7007 8.1051 0.4285
H -29.4035 14.7777 6.6991 0.3907
H -30.3026 16.1402 6.9811 0.3765
H -26.1045 16.6588 6.0513 -0.1477
H -26.8440 15.3008 7.0155 0.5076
H -27.3490 14.1917 5.0433 0.3830
H -25.6631 14.4379 5.0121 0.4468
H -26.5914 14.8974 2.8146 0.6296
H -26.2576 16.5006 3.4506 -0.3877
H -27.7858 18.0539 2.5154 -0.2121
H -27.9773 16.7366 1.4381 0.5348
H -29.3335 17.5888 1.9429 0.3320
H -30.2271 15.4321 2.7892 0.4990
H -28.8935 14.4081 2.3758 0.3622
H -29.4620 14.3835 4.0292 0.3862
H -28.6955 18.7809 6.5881 0.5009
H -27.0363 18.5261 6.2321 0.1838
H -27.6966 18.1155 7.8041 0.4031
H -30.4607 16.7265 4.7711 0.3297
C -26.2214 25.1228 7.3577 -1.7647
C -27.3103 24.6335 6.3879 2.2437
C -28.1134 23.6484 7.2459 -1.4624
C -29.5513 23.4515 6.8219 0.0702
C -30.2358 24.7784 6.5985 -1.5490
C -29.5470 25.7351 5.5880 1.9114
N -28.0993 25.8834 6.0170 0.0464
O -27.5032 26.7208 5.2507 -0.4570
C -29.6572 25.1442 4.0945 -1.0349
C -30.2746 27.1095 5.7770 -1.8999
C -26.8239 23.9250 5.1333 0.6376
H -25.3952 25.6486 6.8790 0.2884
H -25.7663 24.1978 7.7116 0.3906
H -26.6384 25.6617 8.2084 0.4548
H -27.7099 22.6363 7.2160 0.5698
H -28.2379 24.0177 8.2639 0.4568
H -30.0782 22.7952 7.5146 0.5867
H -29.4946 22.9782 5.8417 -0.4438
H -30.5779 25.0784 7.5890 0.3176
H -31.1522 24.3380 6.2055 0.4949
H -30.5810 25.3988 3.5750 0.4633
H -28.8110 25.5260 3.5234 0.0979
H -29.6532 24.0542 4.0982 0.0810
H -29.8617 27.9147 5.1694 0.3626
H -31.2392 26.9747 5.2876 0.4199
H -30.3741 27.4433 6.8099 0.3827
H -26.6711 22.8518 5.2478 0.0295
H -25.8380 24.2100 4.7660 -1.4745
H -27.5011 23.9795 4.2810 -0.2874
H -27.5238 26.2692 4.4038 0.0227
C -21.4042 19.5215 5.1254 -1.6869
C -22.7300 20.1860 5.6684 1.4897
C -22.8225 20.0115 7.2241 -1.3881
C -21.9284 20.8602 8.0594 -0.8405
C -22.2902 22.3268 7.7607 -1.0917
C -22.2696 22.7176 6.2114 1.7406
N -22.8614 21.6479 5.3785 0.6376
O -23.0657 21.8797 4.0667 0.0411
C -23.1139 24.0110 5.9892 -1.3473
C -20.8040 23.0239 5.7828 -1.4765
C -24.0692 19.4984 5.1704 -1.8560
H -20.4758 19.8315 5.6051 0.3219
H -21.2603 19.5011 4.0451 0.3480
H -21.5032 18.4381 5.1923 0.5521
H -23.8119 19.8746 7.6604 0.4667
H -22.3482 19.0491 7.4162 0.4617
H -20.8937 20.7085 7.7520 0.3307
H -22.0454 20.7398 9.1364 0.4596
H -21.5514 22.9121 8.3084 0.4479
H -23.2844 22.5211 8.1631 0.2618
H -22.9099 24.6241 6.8670 0.7664
H -22.9483 24.5106 5.0347 -0.4780
H -24.1615 23.7651 6.1626 -0.1266
H -20.2341 22.1014 5.6718 0.3784
H -20.7929 23.5289 4.8169 0.1148
H -20.2029 23.6037 6.4832 0.3540
H -25.0407 19.8535 5.5142 0.3063
H -24.1442 18.4324 5.3852 0.6468
H -24.0628 19.5381 4.0811 -0.1639
H -23.9960 22.0882 4.1785 0.0808
C -20.4190 17.6538 -0.1788 -1.7480
C -21.8253 16.9648 -0.3462 1.6453
C -22.3778 16.6566 1.0976 -1.4016
C -23.7740 17.0524 1.3094 -0.1318
C -23.7533 18.5796 1.1275 0.3351
C -23.4889 19.0175 -0.3301 1.9205
N -22.7214 17.9550 -1.0407 0.4217
O -22.3443 18.2194 -2.3686 -0.4985
C -24.8322 19.2982 -1.0716 -1.9228
C -22.6477 20.3136 -0.2709 -1.6904
C -21.6447 15.7000 -1.1271 -1.8336
H -19.6020 16.9329 -0.2109 0.4159
H -20.3829 18.4241 -0.9491 0.3018
H -20.3337 18.1533 0.7862 0.2878
H -22.4026 15.5821 1.2790 0.5097
H -21.8653 17.1722 1.9098 0.2125
H -24.4301 16.6784 0.5234 0.4699
H -24.2030 16.7635 2.2689 -0.0576
H -23.1574 19.1611 1.8309 0.1685
H -24.6975 18.9947 1.4799 -0.9999
H -25.3562 18.3448 -1.1387 0.4255
H -24.6180 19.7824 -2.0244 0.4935
H -25.5288 19.9818 -0.5863 0.1170
H -21.7289 20.0254 0.2398 0.4069
H -23.0691 21.1237 0.3242 0.0816
H -22.4336 20.8034 -1.2208 0.3827
H -21.4781 15.8574 -2.1927 0.4039
H -20.7517 15.1341 -0.8614 0.4139
H -22.5275 15.0646 -1.0569 0.3744
H -23.0765 17.8469 -2.8653 0.3558
C -24.5585 25.4430 2.9942 -0.4350
C -23.8740 26.6836 2.3968 1.4670
C -22.3665 26.5832 2.7885 -1.5778
C -21.4856 25.6100 2.0312 0.2228
C -21.6145 25.9193 0.5293 -1.6304
C -23.1370 25.8135 0.0093 1.6389
N -24.0144 26.6987 0.8803 0.5472
O -25.2982 26.8058 0.3569 -0.2425
C -23.0684 26.4681 -1.3649 -1.6871
C -23.7224 24.4047 -0.1064 -0.9793
C -24.5281 27.9020 3.0652 -1.7646
H -24.7558 25.7508 4.0211 0.8401
H -24.0782 24.4671 3.0649 -0.2701
H -25.4043 25.0429 2.4352 0.0027
H -21.9125 27.5741 2.7772 0.5124
H -22.3935 26.2353 3.8211 0.4164
H -21.9181 24.6152 2.1382 -0.3306
H -20.4306 25.5620 2.3011 0.5844
H -21.0182 25.2669 -0.1085 0.6268
H -21.1585 26.8975 0.3767 0.3769
H -22.2654 26.1227 -2.0160 0.4112
H -23.9921 26.2914 -1.9159 0.1176
H -22.8799 27.5124 -1.1159 0.5382
H -23.1477 23.7549 -0.7664 0.7975
H -23.5772 23.8736 0.8343 -0.2341
H -24.8036 24.2988 -0.1944 0.0255
H -24.2381 27.9698 4.1137 0.3959
H -25.6084 27.8554 2.9282 0.3168
H -24.0787 28.8013 2.6441 0.5246
H -25.4788 25.9801 -0.0984 0.1668
C -31.0525 22.9093 1.2765 -0.9212
C -31.7187 21.5852 1.7154 0.0500
C -31.3416 20.4233 0.8058 -0.2672
O -31.5434 20.6163 -0.5264 -0.3322
C -31.1517 19.5735 -1.4001 -0.7629
N -31.2079 21.3682 3.0397 -0.5057
H -31.4996 23.8505 1.5964 0.4053
H -31.3285 23.0818 0.2362 0.5380
H -29.9736 22.7817 1.3648 -0.0890
H -32.7835 21.8009 1.8031 0.4881
H -31.7475 19.4680 1.1386 0.4735
H -30.3089 20.1648 1.0398 0.0650
H -31.6681 19.9368 -2.2887 0.2881
H -31.5811 18.6603 -0.9880 0.3420
H -30.0863 19.4125 -1.5646 0.2229
H -31.5380 20.5555 3.5403 0.2992
H -30.2134 21.2594 2.9010 0.0068
C -28.2188 23.5726 -2.8373 -1.0855
C -28.3355 25.1332 -2.8965 0.4159
C -27.2464 25.8317 -1.9273 -1.0346
O -27.2338 25.1289 -0.6554 0.1207
C -28.3133 25.5401 0.2250 -0.5116
N -28.2604 25.6538 -4.2350 -0.6998
H -28.7886 23.2688 -1.9591 0.1279
H -27.1948 23.2117 -2.7409 0.2258
H -28.6859 22.9191 -3.5740 0.4217
H -29.2414 25.4717 -2.3938 0.3357
H -27.3819 26.9111 -1.8602 0.5270
H -26.2566 25.7338 -2.3732 0.2011
H -28.2429 26.6205 0.3507 0.4203
H -28.4743 25.0078 1.1625 -0.4475
H -29.2753 25.4161 -0.2724 0.3809
H -27.3614 25.4066 -4.6232 0.2866
H -28.2509 26.6572 -4.1206 0.2909
```


(3)
DFT (wB97M-V/def2-TZVPD) results for one molecule with the formula C21H29N3O4.

SMILES = CCN(C[C@H]1CCCO1)C(=O)CCc1nnc(CCc2ccc(OC)cc2)o1
HOMO-LUMO gap = 9.2 eV
E_LUMO = 0.72 eV
Net charge = 0
Total energy = -34907.769 eV
Energy above the lowest of the compared OMol25 structures with the same formula, charge and spin = 2.6018 eV

Geometry as XYZ:
```
57
Properties=species:S:1:pos:R:3:nbo_charge:R:1
C -0.7392 -2.2031 -0.4044 -0.6454
H -0.1824 -1.2798 -0.2668 0.2435
H -1.1590 -2.4787 0.5583 0.2063
H -0.0559 -2.9849 -0.7256 0.2129
C -1.8449 -2.0186 -1.4471 -0.2080
N -2.5785 -0.7782 -1.2974 -0.4436
C -2.1637 0.4216 -1.7614 0.7113
O -2.8168 1.4391 -1.6055 -0.6595
C -0.8669 0.4709 -2.5690 -0.4940
H -1.1387 0.4177 -3.6261 0.2379
C -0.1661 1.8008 -2.2924 -0.4535
C 0.4111 1.7836 -0.9302 0.4900
N 0.0508 1.0412 0.0633 -0.3367
N 0.8694 1.3322 1.0989 -0.2964
C 1.6952 2.2322 0.6848 0.4766
O 1.4552 2.5758 -0.6020 -0.4209
C 2.8815 2.7476 1.4045 -0.4530
H 2.7806 2.4523 2.4477 0.2411
H 2.9326 3.8346 1.3336 0.2311
C 4.1404 2.1041 0.7780 -0.4069
C 3.8562 0.6559 0.4819 -0.0766
C 3.5558 0.2409 -0.8109 -0.1964
C 3.1556 -1.0533 -1.0656 -0.2811
C 3.0465 -1.9754 -0.0251 0.3738
C 3.3712 -1.5765 1.2659 -0.3350
C 3.7662 -0.2727 1.5070 -0.1203
H 3.9977 0.0265 2.5185 0.2005
H 3.3068 -2.2641 2.0937 0.2195
O 2.6206 -3.2222 -0.3764 -0.5134
C 2.4670 -4.1858 0.6377 -0.2557
H 1.7338 -3.8664 1.3850 0.1794
H 3.4193 -4.4060 1.1306 0.1771
H 2.1066 -5.0844 0.1390 0.2003
H 2.9118 -1.3753 -2.0661 0.2212
H 3.6258 0.9448 -1.6291 0.2114
H 4.3893 2.6265 -0.1472 0.2134
H 4.9762 2.2071 1.4714 0.2208
H 0.6299 1.9978 -3.0125 0.2282
H -0.9055 2.6058 -2.3557 0.2649
H -0.1944 -0.3461 -2.3283 0.2253
C -3.8270 -0.8252 -0.5664 -0.2488
H -4.3395 0.1207 -0.7491 0.2411
H -4.4473 -1.6387 -0.9563 0.1966
C -3.6759 -1.0102 0.9595 0.0949
C -2.7973 0.0634 1.6000 -0.4433
H -2.4550 -0.2818 2.5764 0.2054
C -3.7893 1.2149 1.7557 -0.4469
H -3.8087 1.8100 0.8434 0.2244
C -5.1258 0.4878 1.9662 -0.0728
H -5.4288 0.4829 3.0192 0.1733
O -4.9443 -0.8683 1.5741 -0.5336
H -5.9351 0.9336 1.3767 0.1728
H -3.5455 1.8661 2.5919 0.2147
H -1.9346 0.3276 0.9949 0.2526
H -3.3364 -2.0279 1.1781 0.1790
H -2.5670 -2.8348 -1.3613 0.2044
H -1.4228 -2.0671 -2.4546 0.1962
```


(4)
DFT (wB97M-V/def2-TZVPD) results for a 9-piece molecular cluster, C36H72O9 overall.

SMILES = C1CCOC1.C1CCOC1.C1CCOC1.C1CCOC1.C1CCOC1.C1CCOC1.C1CCOC1.C1CCOC1.C1CCOC1
HOMO-LUMO gap = 9.8 eV
E_LUMO = 0.54 eV
Net charge = 0
Total energy = -56922.437 eV
Energy above the lowest of the compared OMol25 structures with the same formula, charge and spin = 1.1289 eV

Geometry as XYZ:
```
117
Properties=species:S:1:pos:R:3:mulliken_charge:R:1
C -0.3247 -1.1141 5.2978 -0.5794
C -0.6865 -1.1204 3.8133 -0.4420
C -0.0579 0.2012 3.3528 0.6919
O -0.2595 1.0810 4.4718 -0.4591
C -0.5844 0.3483 5.6231 -0.5771
H 0.7419 -1.3431 5.3601 0.2298
H -0.9100 -1.8171 5.8863 0.4058
H -1.7671 -1.1074 3.6482 0.2583
H -0.2987 -2.0168 3.3263 0.2681
H -0.5659 0.5821 2.4709 -0.2098
H 1.0114 0.0438 3.1814 -0.2429
H -1.6391 0.4655 5.9322 0.2830
H -0.0783 0.6834 6.5358 0.3291
C 4.3745 -3.5782 2.6310 0.0712
C 5.3304 -4.7914 2.5722 -0.6638
C 4.5340 -5.8600 1.8144 -0.4232
O 3.3169 -5.2543 1.3869 -0.4269
C 3.0279 -4.1701 2.2723 -0.0775
H 4.6775 -2.8447 1.8841 -0.1834
H 4.3897 -3.0796 3.5994 0.3897
H 5.6628 -5.0986 3.5606 0.3165
H 6.1980 -4.4986 1.9813 0.2633
H 4.3008 -6.7379 2.4294 0.2463
H 5.0369 -6.2236 0.9186 0.2759
H 2.4979 -4.6138 3.1243 0.2724
H 2.3702 -3.4757 1.7508 -0.0695
C 2.4301 3.4186 -5.8765 -0.4720
C 1.4081 3.4068 -4.7202 -0.5190
C 2.0186 2.4010 -3.7367 0.0971
O 3.4041 2.3818 -4.0059 -0.3917
C 3.5167 2.4174 -5.4202 -0.4835
H 2.8960 4.3859 -6.0549 0.2520
H 1.9635 3.1079 -6.8106 0.2720
H 0.4413 3.0515 -5.0715 0.2874
H 1.2835 4.3750 -4.2403 0.2982
H 1.5497 1.4101 -3.8607 0.1584
H 1.8984 2.6047 -2.6718 -0.0501
H 3.3564 1.4265 -5.8593 0.2693
H 4.5232 2.7655 -5.6430 0.3116
C 1.8885 4.4559 3.4658 -0.7416
C 0.8443 4.7455 2.3846 -0.6151
C 1.2942 3.8862 1.1875 -0.0382
O 2.3983 3.1028 1.6417 -0.3769
C 2.3788 3.0707 3.0699 0.5738
H 1.3883 4.4166 4.4391 0.3380
H 2.6689 5.2059 3.5946 0.3057
H 0.7242 5.8074 2.1731 0.3915
H -0.1238 4.3890 2.7388 0.1803
H 1.6526 4.4495 0.3262 0.3958
H 0.4694 3.2283 0.8947 -0.2151
H 3.3565 2.8097 3.4669 0.2130
H 1.6517 2.3171 3.3872 -0.4208
C -0.1665 -1.4883 -0.2364 -0.4720
C 1.0681 -0.5850 -0.3627 0.4731
C 0.4946 0.7614 -0.7247 -0.1229
O -0.6942 0.8434 0.0514 -0.3375
C -1.2841 -0.4429 -0.0347 0.3330
H -0.0137 -2.1000 0.6522 0.1051
H -0.3600 -2.1294 -1.0933 0.0729
H 1.8465 -0.8913 -1.0660 0.5933
H 1.5510 -0.5897 0.6150 -0.6631
H 0.1742 0.7847 -1.7781 -0.0008
H 1.1675 1.5970 -0.5469 -0.0480
H -1.9605 -0.4120 -0.9099 -0.2358
H -2.0172 -0.6685 0.7429 0.2313
C -2.5862 -3.1649 -5.0692 -0.0886
C -3.0924 -4.2529 -6.0065 -0.6037
C -1.8476 -5.1202 -6.1957 -0.4597
O -1.1379 -5.0429 -4.9743 -0.4422
C -1.3192 -3.7465 -4.4366 -0.3237
H -3.3006 -2.8749 -4.2929 -0.0414
H -2.3550 -2.2116 -5.5487 0.3327
H -3.5687 -3.8983 -6.9160 0.3523
H -3.8108 -4.8851 -5.4789 0.2526
H -1.2491 -4.7981 -7.0599 0.2514
H -2.0802 -6.1731 -6.3572 0.3345
H -0.4572 -3.1162 -4.7118 0.2082
H -1.2753 -3.7432 -3.3469 0.2187
C -6.2972 -0.6757 -2.7623 -0.6404
C -4.9706 -0.1641 -2.2212 0.0875
C -5.1283 1.3788 -2.2670 -0.0553
O -6.3481 1.6292 -2.9737 -0.5092
C -7.1859 0.5396 -2.5905 -0.3561
H -6.7157 -1.5344 -2.2251 0.3681
H -6.2313 -1.0388 -3.7883 0.2391
H -4.0737 -0.5407 -2.7124 0.1732
H -4.8321 -0.4369 -1.1703 -0.0466
H -4.2918 1.8619 -2.7651 0.3684
H -5.2387 1.7496 -1.2473 -0.1985
H -8.0854 0.5102 -3.2044 0.3589
H -7.4803 0.7332 -1.5499 0.1492
C -5.7540 2.8452 2.2607 -0.6601
C -5.9632 1.3819 1.9313 -0.2800
C -4.5369 0.9476 1.6455 -0.1594
O -4.0392 1.9879 0.8246 -0.2416
C -4.6693 3.2199 1.2165 -0.4913
H -5.3114 2.9916 3.2459 0.3371
H -6.6699 3.4231 2.1629 0.3323
H -6.4824 1.2684 0.9736 -0.0246
H -6.4958 0.7879 2.6734 0.4112
H -4.4325 -0.0423 1.1998 0.2616
H -3.9367 0.8998 2.5697 0.1138
H -5.1342 3.6780 0.3421 0.2554
H -3.8952 3.8537 1.6473 0.2407
C 6.5234 0.0590 2.1278 -0.5221
C 5.5513 0.3479 0.9753 -0.8907
C 4.1449 0.2021 1.5706 0.9249
O 4.3191 0.2335 2.9863 -0.3370
C 5.6876 0.3776 3.3591 -0.6331
H 7.3645 0.7468 2.0193 0.3320
H 6.9640 -0.9369 2.1006 0.2772
H 5.6789 -0.3568 0.1499 0.3390
H 5.7583 1.3376 0.5724 0.4554
H 3.6476 -0.7229 1.2753 -0.1207
H 3.5443 1.0549 1.2458 -0.3288
H 5.8468 -0.3460 4.1596 0.2940
H 5.8638 1.3997 3.7044 0.2905
```


What did we get for maximum force? Answer: 2.055 7.537 1.360 1.751 eV/Å, in the order shown.